ORCA calculation (ωB97M-V/def2-TZVPD) on a 8-piece molecular cluster, C3H25N2O7 overall.

Structure (XYZ):
```
37
C3H25N2O7 ωB97M-V/def2-TZVPD
N 0.31 0.51 -0.71
C -0.39 0.58 -2.03
C 0.39 1.39 -3.13
C -1.85 0.99 -1.83
N -2.33 0.67 -0.47
H -0.23 -0.09 -0.09
H 0.16 1.44 -0.31
H 1.26 0.14 -0.70
H -0.35 -0.47 -2.28
H 0.27 2.42 -2.80
H -0.27 1.36 -3.98
H 1.32 0.91 -3.36
H -1.87 2.09 -1.85
H -2.45 0.57 -2.66
H -3.10 1.26 -0.21
H -2.51 -0.32 -0.39
H 2.90 -0.32 1.15
H 1.70 -1.17 1.52
O 2.09 -0.68 0.75
H 3.20 0.09 -2.91
H 2.95 -0.61 -1.79
O 3.06 0.34 -1.98
H -1.56 0.53 2.20
H -2.25 -0.19 3.46
O -1.45 -0.09 2.95
H -1.94 -3.51 1.61
H -2.52 -2.06 1.68
O -1.92 -2.63 1.19
H -0.38 3.76 1.91
H 0.83 2.83 2.23
O 0.19 3.08 1.55
H 0.99 -0.52 3.81
H 1.12 -1.92 3.23
O 1.61 -1.08 3.32
H 0.78 -2.69 -0.97
H -0.68 -3.01 -1.27
O -0.06 -2.28 -1.15
```

The net charge is +1. For the energy above the lowest of the compared OMol25 structures with the same formula, charge and spin, the calculation gives 130.6 kJ/mol. The highest occupied orbital energy comes out at -13.23 eV.

=====

ORCA calculation (ωB97M-V/def2-TZVPD) on a 8-piece molecular cluster, C3H25N2O7S2 overall.

Structure (XYZ):
```
39
C3H25N2O7S2 ωB97M-V/def2-TZVPD
S 3.67 1.54 -0.07
S 3.02 -0.33 0.73
C 1.45 -0.48 1.66
C -0.03 -0.77 1.10
C -0.28 -2.21 1.60
N -1.63 -2.73 1.12
N -0.25 -0.62 -0.36
H 3.41 1.11 -1.31
H 1.21 0.52 2.03
H 1.84 -1.20 2.40
H -0.91 -0.05 1.46
H -0.20 -2.27 2.71
H 0.55 -2.73 1.27
H -1.72 -2.47 0.13
H -1.81 -3.80 1.15
H 0.28 -1.41 -1.01
H 0.10 0.30 -0.83
H -1.22 -0.59 -0.68
H -4.20 -0.17 1.11
H -4.90 0.83 0.01
O -4.25 0.18 0.25
H 0.09 3.63 1.50
H -0.79 2.43 1.97
O -0.36 2.75 1.11
H -0.08 -1.56 -3.02
H -1.43 -1.89 -3.34
O -0.81 -1.10 -3.15
H -2.12 3.26 0.73
H -2.53 3.94 -0.33
O -2.81 3.82 0.66
H -2.78 -0.59 -2.24
H -3.08 -0.41 -0.70
O -2.52 -0.88 -1.34
H -1.00 1.74 -2.06
H 0.00 2.74 -1.36
O -0.38 1.87 -1.34
H 1.67 -2.85 -1.57
H 0.31 -3.55 -1.21
O 0.95 -2.91 -1.07
```

The net charge is +1. For the energy above the lowest of the compared OMol25 structures with the same formula, charge and spin, the calculation gives 331.4 kJ/mol. The highest occupied orbital energy comes out at -11.95 eV.

=====

ORCA calculation (ωB97M-V/def2-TZVPD) on a 10-piece molecular cluster, C3H25NO9 overall.

Structure (XYZ):
```
38
C3H25NO9 ωB97M-V/def2-TZVPD
C -1.54 -1.78 2.56
C -0.89 -0.81 1.93
N -1.23 0.55 1.81
C -0.47 1.49 2.58
H -2.54 -1.63 3.06
H -1.15 -2.73 2.40
H 0.15 -1.07 1.58
H -2.19 0.77 2.06
H -0.68 2.54 2.19
H -0.92 1.68 3.56
H 0.55 1.23 2.46
H -1.63 -1.36 -3.51
H -0.60 -1.97 -2.59
O -0.77 -1.78 -3.59
H 3.03 1.52 -1.27
H 1.62 1.98 -0.84
O 2.48 1.71 -0.52
H 1.18 -1.86 3.49
H 1.98 -1.59 2.26
O 2.03 -1.48 3.24
H 3.03 -0.39 0.42
H 1.53 -0.07 0.40
O 2.17 -0.78 0.29
H 0.85 -2.16 -0.54
H -0.62 -2.27 -0.62
O 0.19 -2.25 -1.13
H -1.44 2.47 -1.71
H -1.50 2.14 -0.15
O -2.07 2.36 -0.92
H 1.30 2.98 -2.49
H 0.74 1.66 -2.71
O 0.55 2.43 -2.24
H -2.26 0.57 -0.78
H -3.13 -0.77 -0.97
O -2.24 -0.38 -0.92
H 1.62 -0.45 -2.06
H 1.45 -0.52 -3.81
O 1.47 0.01 -2.91
```

Its structure (SMILES) is C=CNC.O.O.O.O.O.O.O.O.O. For the energy above the lowest of the compared OMol25 structures with the same formula, charge and spin, the calculation gives 180.7 kJ/mol. The highest occupied orbital energy comes out at -9.11 eV.

=====

ORCA calculation (ωB97M-V/def2-TZVPD) on a 10-piece molecular cluster, C3H26NO9 overall.

Structure (XYZ):
```
39
C3H26NO9 ωB97M-V/def2-TZVPD
C 0.88 0.80 -4.30
C 0.25 1.21 -2.97
C 0.16 0.39 -1.93
N -0.87 0.56 -0.94
H 0.15 0.88 -5.09
H 1.66 1.56 -4.44
H 1.38 -0.16 -4.18
H -0.30 2.14 -3.10
H 0.81 -0.47 -1.84
H -0.41 0.85 -0.04
H -1.58 1.27 -1.20
H -1.44 -0.29 -0.81
H -1.68 -3.10 -1.52
H -0.43 -2.26 -1.01
O -1.40 -2.31 -1.12
H 1.55 3.69 2.80
H 1.65 2.70 3.92
O 1.53 2.74 2.96
H -2.38 -1.99 0.35
H -3.03 -2.24 1.93
O -2.53 -1.79 1.26
H 0.13 2.29 1.67
H -0.35 3.36 0.69
O -0.37 2.41 0.86
H 2.05 -2.51 -0.66
H 1.12 -2.98 0.44
O 1.15 -2.41 -0.34
H 2.95 0.71 2.45
H 3.38 0.47 1.07
O 2.94 0.00 1.79
H 2.66 -1.82 1.17
H 2.97 -2.36 2.48
O 2.71 -2.67 1.63
H -1.71 -0.49 2.18
H -1.18 0.13 3.64
O -1.07 0.00 2.71
H -3.99 1.79 -1.08
H -3.66 1.74 -2.51
O -3.30 1.47 -1.67
```

The net charge is +1. For the energy above the lowest of the compared OMol25 structures with the same formula, charge and spin, the calculation gives 229.9 kJ/mol. The highest occupied orbital energy comes out at -13.04 eV.

=====

ORCA calculation (ωB97M-V/def2-TZVPD) on C3H27NO11S as an isolated structure.

Structure (XYZ):
```
43
C3H27NO11S ωB97M-V/def2-TZVPD
C -0.16 -0.39 -1.10
C -1.17 0.63 -0.60
S -2.84 0.31 -1.37
N 1.12 0.35 -1.40
C 2.40 -0.32 -1.05
O 2.92 -0.29 0.23
H -0.11 -1.29 -0.45
H -0.32 -0.65 -2.20
H -0.86 1.62 -0.89
H -1.16 0.46 0.47
H 1.18 1.23 -0.90
H 3.11 0.15 -1.75
H 2.36 -1.35 -1.44
H -0.40 1.46 2.50
H -0.76 2.67 1.71
O -1.11 2.12 2.44
H 0.36 2.90 0.57
H 1.25 3.17 1.68
O 0.38 3.50 1.35
H 2.73 0.69 0.69
H 2.97 1.87 2.10
O 2.49 1.92 1.26
H -1.52 -0.67 2.52
H -0.05 -0.55 2.49
O -0.75 -1.11 2.94
H -0.99 -3.07 -2.45
H -0.87 -4.13 -1.54
O -0.30 -3.74 -2.22
H -2.92 -1.87 -2.01
H -2.39 -1.56 -3.46
O -2.52 -2.28 -2.84
H -3.06 0.96 2.38
H -3.01 0.25 1.05
O -3.05 0.05 2.03
H -0.36 2.08 -3.61
H 0.92 1.27 -3.29
O 0.47 1.79 -3.99
H 1.85 0.85 1.56
H 1.58 -0.58 1.23
O 1.59 0.01 2.00
H -0.06 -2.55 2.41
H 0.73 -2.65 1.16
O 0.30 -3.26 1.77
```

The net charge is -2. For the energy above the lowest of the compared OMol25 structures with the same formula, charge and spin, the calculation gives 437.5 kJ/mol. The highest occupied orbital energy comes out at -1.57 eV.

=====

ORCA calculation (ωB97M-V/def2-TZVPD) on a 11-piece molecular cluster, C3H29N2O10S overall.

Structure (XYZ):
```
45
C3H29N2O10S ωB97M-V/def2-TZVPD
C -0.17 0.65 0.31
C -0.52 -0.28 -0.85
S 0.69 0.12 -2.25
N 1.08 0.27 0.97
C 2.13 1.28 0.87
N 1.83 2.51 1.64
H -0.94 0.90 1.05
H -0.19 1.74 -0.04
H -0.36 -1.38 -0.68
H -1.49 -0.28 -1.34
H 1.34 -0.57 0.44
H 3.02 0.84 1.33
H 2.34 1.61 -0.15
H 1.28 2.33 2.47
H 1.08 2.97 1.09
H -0.72 -4.32 -1.36
H 0.75 -3.75 -1.61
O 0.19 -4.34 -1.05
H -2.53 1.73 -2.37
H -2.10 2.52 -1.19
O -2.92 2.22 -1.63
H 3.04 -3.21 -0.05
H 3.13 -3.18 1.50
O 3.66 -3.20 0.71
H 0.19 -2.81 0.94
H 0.63 -4.16 0.78
O 0.62 -3.48 1.49
H -2.56 3.68 -0.03
H -1.28 4.29 -0.83
O -1.69 4.08 0.01
H 0.23 -0.60 2.55
H -0.17 -2.00 3.18
O -0.45 -1.09 3.07
H -4.27 1.48 -0.10
H -4.02 0.57 1.22
O -4.69 1.00 0.63
H 1.32 3.15 -1.64
H 0.96 2.55 -3.00
O 0.83 3.36 -2.44
H 2.77 -2.57 -2.45
H 2.31 -1.54 -1.38
O 2.31 -2.49 -1.61
H -3.14 -0.17 3.29
H -2.01 -0.43 2.40
O -2.94 -0.14 2.35
```

The net charge is -1. For the energy above the lowest of the compared OMol25 structures with the same formula, charge and spin, the calculation gives 0.0 kJ/mol. The highest occupied orbital energy comes out at -4.19 eV.

=====

ORCA calculation (ωB97M-V/def2-TZVPD) on a 10-piece molecular cluster, C3H29N2O9 overall.

Structure (XYZ):
```
43
C3H29N2O9 ωB97M-V/def2-TZVPD
N 1.25 0.85 0.49
C 0.81 0.60 1.95
C 1.89 -0.16 2.69
C -0.48 -0.23 2.05
N -1.51 0.07 1.01
H 0.89 0.14 -0.15
H 2.27 0.82 0.48
H 0.79 1.72 0.22
H 0.67 1.59 2.37
H 2.10 -1.13 2.23
H 1.68 -0.38 3.76
H 2.81 0.40 2.70
H -0.18 -1.25 1.79
H -0.76 -0.26 3.10
H -2.43 0.08 1.44
H -1.35 0.99 0.60
H 0.44 4.46 0.60
H -0.67 3.53 0.22
O 0.15 3.55 0.72
H -2.58 1.57 -2.40
H -2.48 3.15 -2.35
O -2.44 2.34 -1.84
H 1.00 -4.81 0.46
H -0.23 -4.32 1.29
O 0.09 -5.02 0.73
H -0.57 -1.41 -3.13
H -0.94 -0.17 -4.01
O -1.09 -0.60 -3.15
H 2.50 3.00 1.48
H 4.02 2.72 1.82
O 3.18 2.33 1.52
H -1.78 -2.91 -1.97
H -1.02 -4.08 -1.38
O -0.95 -3.42 -2.08
H -2.75 -1.13 -1.08
H -2.78 -1.13 -2.66
O -3.21 -1.46 -1.85
H 0.54 1.42 -1.98
H -0.68 2.54 -1.80
O 0.26 2.26 -1.64
H 1.93 -2.31 -0.80
H 0.40 -2.28 -0.72
O 1.18 -1.70 -0.74
```

The net charge is +1. For the energy above the lowest of the compared OMol25 structures with the same formula, charge and spin, the calculation gives 168.6 kJ/mol. The highest occupied orbital energy comes out at -13.11 eV.

=====

ORCA calculation (ωB97M-V/def2-TZVPD) on C3H2AgFMgO3 as an isolated structure.

Structure (XYZ):
```
11
C3H2AgFMgO3 ωB97M-V/def2-TZVPD
O 1.03 -1.35 0.68
C 1.50 -0.42 0.09
C -0.88 1.20 1.10
O 0.24 1.24 0.47
O 2.55 0.10 -0.13
C -1.10 1.10 2.43
Ag -0.74 -1.83 2.28
F -1.96 1.18 0.28
H -2.12 1.14 2.81
H -0.25 1.23 3.10
Mg 2.28 2.70 0.80
```

The highest occupied orbital energy comes out at -5.44 eV.

=====

ORCA calculation (ωB97M-V/def2-TZVPD) on C3H2AgLiO3 as an isolated structure.

Structure (XYZ):
```
10
C3H2AgLiO3 ωB97M-V/def2-TZVPD
C -0.59 0.87 0.32
O -0.79 1.22 1.54
H -0.40 1.67 -0.44
Ag -0.88 -0.16 3.30
C -0.07 -0.31 -0.13
O -0.11 -0.57 -1.52
C 0.71 -1.47 -2.09
O 1.51 -2.09 -1.35
Li 1.84 -2.78 -3.07
H 0.28 -1.13 0.50
```

The net charge is -1. The expectation value of S² is 0.7521. As for the multiplicity: 2. For the energy above the lowest of the compared OMol25 structures with the same formula, charge and spin, the calculation gives 0.0 kJ/mol. The highest occupied orbital energy (alpha / beta) comes out at -1.64 / -2.75 eV.

=====

ORCA calculation (ωB97M-V/def2-TZVPD) on C3H2AuClF9O6PS as an isolated structure.

Structure (XYZ):
```
24
C3H2AuClF9O6PS ωB97M-V/def2-TZVPD
Au -1.19 0.54 0.16
O -3.35 3.55 0.68
S -2.30 3.13 -0.19
O -1.87 4.05 -1.20
O -1.10 2.62 0.64
O -2.66 1.76 -0.85
Cl 0.25 -3.46 -2.09
C 0.99 -2.15 -1.28
C 0.37 -2.46 1.27
O 0.96 -3.45 1.33
O -0.29 -1.50 1.35
H 0.55 -1.18 -1.43
H 2.05 -2.23 -1.09
F 1.18 0.52 0.24
P 2.79 0.79 0.68
F 2.88 1.89 -0.48
F 2.60 -0.36 1.80
F 2.28 1.89 1.72
F 3.21 -0.36 -0.39
F 4.32 1.01 1.10
F -3.70 -0.81 0.43
C -2.68 -0.92 -0.40
F -3.09 -0.70 -1.64
F -2.21 -2.17 -0.35
```

The net charge is -1. The expectation value of S² is 0.9473. As for the multiplicity: 2. For the energy above the lowest of the compared OMol25 structures with the same formula, charge and spin, the calculation gives 95.7 kJ/mol. The highest occupied orbital energy (alpha / beta) comes out at -6.65 / -7.58 eV.

=====

Number 1: E_tot -20823.7320 eV. Number 2: E_tot -42490.6890 eV. Number 3: E_tot -23432.8194 eV. Number 4: E_tot -23444.3954 eV. Number 5: E_tot -38396.3156 eV. Number 6: E_tot -37874.2837 eV. Number 7: E_tot -24984.1627 eV. Number 8: E_tot -21444.2640 eV. Number 9: E_tot -13487.7934 eV. Number 10: E_tot -76229.0532 eV.